Entry 1:
A cluster of 4 separate species, C61H54BF9I2O7 in total, computed with ωB97M-V with the def2-TZVPD basis set.

Atoms and positions in Å:
C (1.18, -1.92, 2.88)
O (0.35, -3.13, 3.01)
C (-0.90, -3.03, 2.24)
C (-1.05, -4.23, 1.08)
C (0.35, -4.54, 0.28)
C (0.36, -4.04, -1.29)
C (0.08, -2.40, -1.28)
C (-1.28, -2.01, -2.12)
C (-1.02, -1.29, -3.57)
C (0.26, -1.92, -4.42)
C (1.46, -0.79, -4.35)
C (2.98, -1.45, -4.15)
C (4.09, -0.28, -3.93)
B (4.48, 0.01, -2.32)
C (4.22, -1.13, -1.17)
I (4.04, -0.30, 0.89)
C (5.34, -2.30, -1.03)
C (6.55, -1.97, 0.06)
I (6.31, -2.98, -2.85)
C (5.16, 1.47, -2.06)
F (6.32, 1.35, -1.10)
F (5.82, 1.90, -3.36)
C (4.26, 2.70, -1.56)
F (4.86, 3.93, -2.22)
F (4.59, 2.93, -0.11)
C (2.69, 2.77, -1.93)
F (2.32, 2.38, -3.31)
F (2.34, 4.25, -1.87)
C (1.62, 2.06, -0.92)
F (0.29, 2.70, -1.24)
F (1.40, 0.61, -1.11)
F (1.82, 2.31, 0.53)
H (2.30, -2.25, 3.08)
H (0.93, -1.11, 3.71)
H (1.16, -1.43, 1.82)
H (-1.87, -3.15, 2.92)
H (-1.00, -1.94, 1.76)
H (-1.46, -5.20, 1.58)
H (-1.82, -3.82, 0.28)
H (1.31, -4.09, 0.78)
H (0.50, -5.71, 0.27)
H (-0.51, -4.57, -1.88)
H (1.37, -4.33, -1.85)
H (1.05, -1.92, -1.74)
H (-0.01, -1.97, -0.18)
H (-1.86, -1.22, -1.45)
H (-1.95, -2.97, -2.19)
H (-0.95, -0.13, -3.41)
H (-1.99, -1.48, -4.22)
H (-0.14, -2.03, -5.54)
H (0.63, -2.96, -4.02)
H (1.23, 0.08, -3.61)
H (1.51, -0.29, -5.43)
H (3.22, -1.94, -5.21)
H (3.00, -2.33, -3.38)
H (5.10, -0.67, -4.44)
H (3.84, 0.73, -4.51)
H (3.17, -1.69, -1.32)
H (4.78, -3.25, -0.57)
H (7.47, -2.64, -0.29)
H (6.30, -2.36, 1.15)
H (6.93, -0.87, 0.02)
O (2.30, -1.65, 10.22)
C (2.97, -2.00, 9.26)
C (2.96, -1.19, 8.02)
C (2.20, -0.02, 7.96)
C (2.22, 0.77, 6.81)
C (2.99, 0.39, 5.71)
C (3.74, -0.79, 5.76)
C (3.71, -1.59, 6.91)
C (4.49, -2.84, 6.95)
O (5.11, -3.22, 5.96)
C (4.51, -3.64, 8.19)
C (5.28, -4.81, 8.25)
C (5.33, -5.55, 9.43)
C (4.63, -5.12, 10.56)
C (3.86, -3.96, 10.50)
C (3.80, -3.22, 9.31)
H (1.59, 0.29, 8.81)
H (1.63, 1.68, 6.76)
H (3.02, 1.01, 4.82)
H (4.33, -1.09, 4.90)
H (5.83, -5.15, 7.38)
H (5.93, -6.46, 9.48)
H (4.68, -5.69, 11.49)
H (3.31, -3.63, 11.38)
O (-2.95, 9.60, 0.14)
C (-2.28, 9.26, -0.83)
C (-2.29, 10.06, -2.07)
C (-3.05, 11.24, -2.12)
C (-3.03, 12.02, -3.28)
C (-2.26, 11.64, -4.37)
C (-1.51, 10.46, -4.32)
C (-1.54, 9.67, -3.17)
C (-0.76, 8.41, -3.13)
O (-0.14, 8.04, -4.12)
C (-0.73, 7.62, -1.89)
C (0.03, 6.44, -1.83)
C (0.08, 5.70, -0.65)
C (-0.62, 6.13, 0.48)
C (-1.39, 7.30, 0.42)
C (-1.45, 8.04, -0.77)
H (-3.65, 11.54, -1.27)
H (-3.62, 12.94, -3.32)
H (-2.23, 12.26, -5.26)
H (-0.91, 10.17, -5.18)
H (0.58, 6.10, -2.70)
H (0.68, 4.79, -0.60)
H (-0.57, 5.56, 1.40)
H (-1.94, 7.62, 1.30)
O (-4.79, -3.16, -2.42)
C (-6.00, -3.22, -2.60)
C (-6.56, -4.10, -3.66)
C (-5.69, -4.88, -4.43)
C (-6.21, -5.74, -5.40)
C (-7.59, -5.82, -5.60)
C (-8.45, -5.03, -4.84)
C (-7.93, -4.16, -3.87)
C (-8.85, -3.31, -3.09)
O (-10.06, -3.32, -3.31)
C (-8.30, -2.45, -2.02)
C (-9.17, -1.67, -1.25)
C (-8.66, -0.88, -0.22)
C (-7.29, -0.86, 0.05)
C (-6.42, -1.63, -0.74)
C (-6.93, -2.42, -1.78)
H (-4.62, -4.83, -4.28)
H (-5.54, -6.36, -6.00)
H (-7.99, -6.50, -6.35)
H (-9.52, -5.09, -5.00)
H (-10.24, -1.67, -1.44)
H (-9.33, -0.27, 0.39)
H (-6.89, -0.26, 0.86)
H (-5.35, -1.62, -0.53)

Results
- Total charge: 0
- E: -119790.698 eV
- SMILES: COCCCCCCCCCCCB([C@H](I)[C@H](C)I)C(F)(F)C(F)(F)C(F)(F)C(F)(F)F.O=C1c2ccccc2C(=O)c2ccccc21.O=C1c2ccccc2C(=O)c2ccccc21.O=C1c2ccccc2C(=O)c2ccccc21
- Spin multiplicity: 1


Entry 2:
A structure of composition C67H77Br2GaN13, computed with ωB97M-V with the def2-TZVPD basis set.

Atoms and positions in Å:
C (-2.64, -0.15, -6.40)
C (-3.31, -0.91, -7.60)
C (-2.36, -1.17, -8.80)
C (-1.75, 0.10, -9.46)
N (-2.72, 1.12, -9.86)
Ga (-2.14, 2.95, -9.57)
C (-0.94, 3.21, -7.90)
Br (-0.93, 5.19, -7.56)
C (0.57, 2.73, -8.09)
C (0.92, 1.58, -7.10)
Br (1.84, 4.21, -7.63)
H (-1.66, -0.53, -6.11)
H (-2.65, 0.92, -6.65)
H (-3.33, -0.27, -5.55)
H (-4.17, -0.31, -7.90)
H (-3.71, -1.88, -7.24)
H (-2.83, -1.80, -9.56)
H (-1.50, -1.75, -8.41)
H (-1.26, -0.25, -10.39)
H (-0.94, 0.47, -8.81)
H (-3.64, 0.93, -9.50)
H (-3.46, 3.88, -9.34)
H (-1.43, 3.50, -10.90)
H (-1.32, 2.77, -6.97)
H (0.76, 2.47, -9.13)
H (-0.02, 1.11, -6.78)
H (1.45, 0.79, -7.66)
H (1.48, 1.92, -6.23)
N (-1.53, 1.77, -3.76)
C (-1.69, 3.09, -3.58)
C (-2.42, 3.63, -2.53)
C (-3.02, 2.78, -1.63)
C (-2.88, 1.41, -1.80)
C (-2.12, 0.96, -2.88)
H (-1.21, 3.72, -4.31)
H (-2.51, 4.71, -2.43)
H (-3.60, 3.17, -0.80)
H (-3.33, 0.71, -1.12)
H (-1.98, -0.10, -3.05)
N (5.14, 5.61, -4.70)
C (6.46, 5.59, -4.57)
C (7.29, 4.69, -5.22)
C (6.71, 3.76, -6.07)
C (5.33, 3.76, -6.22)
C (4.60, 4.70, -5.52)
H (6.87, 6.34, -3.90)
H (8.36, 4.73, -5.08)
H (7.32, 3.04, -6.60)
H (4.84, 3.05, -6.87)
H (3.52, 4.74, -5.62)
N (1.14, 6.58, 0.92)
C (0.21, 5.66, 0.66)
C (-0.04, 5.14, -0.60)
C (0.73, 5.61, -1.66)
C (1.70, 6.57, -1.41)
C (1.86, 7.02, -0.11)
H (-0.36, 5.33, 1.52)
H (-0.80, 4.39, -0.75)
H (0.57, 5.23, -2.66)
H (2.31, 6.96, -2.21)
H (2.61, 7.76, 0.13)
N (2.68, 1.05, 3.93)
C (2.22, 1.44, 2.74)
C (2.06, 2.77, 2.36)
C (2.40, 3.75, 3.28)
C (2.88, 3.38, 4.52)
C (3.01, 2.02, 4.79)
H (1.96, 0.64, 2.06)
H (1.68, 3.02, 1.38)
H (2.29, 4.80, 3.02)
H (3.16, 4.11, 5.26)
H (3.38, 1.68, 5.75)
N (-4.86, -3.03, -4.79)
C (-4.32, -4.07, -5.45)
C (-4.51, -5.39, -5.08)
C (-5.29, -5.66, -3.96)
C (-5.85, -4.61, -3.26)
C (-5.60, -3.32, -3.72)
H (-3.72, -3.81, -6.31)
H (-4.06, -6.19, -5.65)
H (-5.46, -6.68, -3.64)
H (-6.46, -4.77, -2.39)
H (-6.02, -2.46, -3.21)
N (4.99, 5.78, 4.72)
C (5.34, 5.88, 3.43)
C (6.31, 6.74, 2.96)
C (6.97, 7.55, 3.87)
C (6.63, 7.47, 5.21)
C (5.64, 6.57, 5.58)
H (4.80, 5.23, 2.76)
H (6.55, 6.78, 1.91)
H (7.74, 8.24, 3.54)
H (7.12, 8.09, 5.96)
H (5.34, 6.47, 6.62)
N (7.94, -2.26, 5.17)
C (6.69, -2.73, 5.16)
C (5.57, -1.93, 5.11)
C (5.74, -0.55, 5.06)
C (7.03, -0.04, 5.07)
C (8.09, -0.93, 5.12)
H (6.61, -3.81, 5.21)
H (4.58, -2.36, 5.11)
H (4.89, 0.11, 5.02)
H (7.21, 1.03, 5.04)
H (9.11, -0.58, 5.12)
N (10.62, 1.43, 6.66)
C (11.61, 2.29, 6.90)
C (12.36, 2.29, 8.07)
C (12.06, 1.35, 9.04)
C (11.04, 0.45, 8.81)
C (10.35, 0.53, 7.61)
H (11.81, 3.01, 6.12)
H (13.15, 3.01, 8.22)
H (12.62, 1.32, 9.97)
H (10.77, -0.30, 9.54)
H (9.54, -0.16, 7.38)
N (3.88, -3.03, 10.80)
C (2.95, -3.96, 10.55)
C (2.70, -4.48, 9.29)
C (3.46, -4.01, 8.23)
C (4.42, -3.04, 8.46)
C (4.59, -2.59, 9.76)
H (2.39, -4.29, 11.41)
H (1.94, -5.23, 9.15)
H (3.29, -4.39, 7.22)
H (5.03, -2.65, 7.66)
H (5.34, -1.84, 9.99)
N (-8.73, -2.95, -2.78)
C (-9.71, -3.66, -3.35)
C (-11.05, -3.55, -3.00)
C (-11.39, -2.64, -2.01)
C (-10.40, -1.90, -1.41)
C (-9.09, -2.08, -1.83)
H (-9.39, -4.35, -4.12)
H (-11.80, -4.15, -3.50)
H (-12.43, -2.53, -1.71)
H (-10.62, -1.18, -0.63)
H (-8.28, -1.52, -1.39)
N (-14.47, -5.12, -3.35)
C (-13.93, -6.15, -4.01)
C (-14.11, -7.48, -3.64)
C (-14.89, -7.75, -2.53)
C (-15.45, -6.70, -1.83)
C (-15.21, -5.41, -2.28)
H (-13.33, -5.89, -4.87)
H (-13.65, -8.27, -4.22)
H (-15.05, -8.77, -2.21)
H (-16.07, -6.87, -0.96)
H (-15.64, -4.55, -1.77)
N (0.14, -6.99, 9.26)
C (-0.14, -6.74, 7.98)
C (-1.20, -7.31, 7.29)
C (-2.01, -8.21, 7.97)
C (-1.74, -8.49, 9.30)
C (-0.66, -7.85, 9.90)
H (0.52, -6.03, 7.49)
H (-1.38, -7.07, 6.26)
H (-2.84, -8.68, 7.47)
H (-2.35, -9.18, 9.86)
H (-0.41, -8.03, 10.93)

Results
- Total charge: -1
- E: -282558.176 eV
- Spin multiplicity: 1


| no. | orbital gap (hartree) |
| --- | --- |
| 1 | 0.2980 |
| 2 | 0.2143 |